Molecular formula: C4H8O
Method: DFT, ωB97M-V/def2-TZVPD

XYZ file:
```
13
Properties=species:S:1:pos:R:3
O 1.9724 -1.0724 -0.5298
C -0.7486 -0.5514 -0.0103
C 0.3584 0.0617 -0.7923
C -1.6337 0.6616 0.3458
C 1.5955 0.2083 0.0204
H 1.9522 -0.9606 -1.4974
H 1.5516 0.0720 1.1091
H 2.2965 1.0063 -0.2453
H -0.4379 -1.0688 0.9119
H -2.5245 0.3267 0.8839
H -1.9500 1.1900 -0.5585
H -1.0976 1.3712 0.9861
H -1.3344 -1.2445 -0.6236
```

HOMO level, eV: -8.468
Gap between HOMO and LUMO, eV: 8.97
Energy above the lowest of the compared OMol25 structures with the same formula, charge and spin, eV: 4.0151
Strongest force on any atom, eV/Å: 0.30

These are the Mulliken partial charges, in e, on atoms 1 to 8: number 1, O, carries -0.40; number 2, C, carries -0.24; number 3, C, carries -0.38; number 4, C, carries -1.09; number 5, C, carries -0.28; number 6, H, carries 0.41; number 7, H, carries 0.23; number 8, H, carries 0.22



Molecular formula: C17H23N3O3
Method: DFT, ωB97M-V/def2-TZVPD

XYZ file:
```
46
Properties=species:S:1:pos:R:3
O -0.1881 2.0524 0.8754
O -3.0706 0.5935 -2.4337
O 0.9359 3.9273 0.3730
N -0.9824 0.7421 -1.6143
N 1.3689 0.7882 -1.6970
N 0.4668 -0.8604 -0.4721
C 1.8358 -0.9827 -0.3608
C 2.0102 2.2152 1.6829
C 4.0139 -1.6924 0.2168
C 2.6490 -1.8752 0.3199
C 2.3848 0.0635 -1.1368
C 3.7616 0.2303 -1.2325
C -1.6380 -1.2690 -2.8573
C -1.5763 -0.9389 0.9498
C -3.4871 -1.1049 2.5807
C 0.2662 0.2230 -1.2953
C -0.4807 -1.7076 0.2131
C -2.3609 -1.8579 1.8838
C 0.8937 2.8514 0.9021
C -1.9810 0.0844 -2.2848
C -1.3013 2.4988 0.1038
C -1.1255 2.1733 -1.3785
C 4.5607 -0.6588 -0.5455
H -2.7807 -2.6867 1.3088
H -1.9693 -1.2758 -3.8942
H -4.0355 -1.7674 3.2457
H -2.2680 -0.4939 0.2340
H -0.2299 2.6713 -1.7583
H 0.0935 -2.2850 0.9424
H 1.6186 1.4798 2.3788
H -2.1725 1.9890 0.5180
H -4.1830 -0.6993 1.8498
H -2.1984 -2.0437 -2.3373
H 2.2453 -2.6850 0.9096
H -0.5738 -1.4790 -2.8191
H -1.4063 3.5826 0.2172
H 2.5730 2.9827 2.2060
H 4.6760 -2.3678 0.7375
H -3.0880 -0.2813 3.1685
H 2.6768 1.7177 0.9797
H 5.6345 -0.5592 -0.5962
H -1.6876 -2.2811 2.6329
H 4.1733 1.0305 -1.8256
H -1.1164 -0.1342 1.5261
H -0.9283 -2.4177 -0.4916
H -2.0088 2.5078 -1.9253
```

HOMO level, eV: -8.486
Gap between HOMO and LUMO, eV: 9.12
Energy above the lowest of the compared OMol25 structures with the same formula, charge and spin, eV: 0.8153
Strongest force on any atom, eV/Å: 0.72
Structure (SMILES): CCCCn1c(N(CCOC(C)=O)C(C)=O)nc2ccccc21

These are the Mulliken partial charges, in e, on atoms 1 to 8: number 1, O, carries -0.30; number 2, O, carries -0.66; number 3, O, carries -0.58; number 4, N, carries 0.35; number 5, N, carries -0.70; number 6, N, carries 0.92; number 7, C, carries 1.12; number 8, C, carries -0.85



Molecular formula: C46H48N3OPPd
Method: DFT, ωB97M-V/def2-TZVPD

XYZ file:
```
100
Properties=species:S:1:pos:R:3
Pd 1.1257 0.1260 -2.1965
P -0.4195 -0.5614 4.2729
O -0.5435 -0.3918 2.7840
N -0.6612 -1.9473 -3.1054
N -2.7695 -2.9434 -1.5339
N -0.6317 -0.5069 -4.7368
C -3.9641 -3.1549 5.6713
C 0.1674 1.1078 -6.3965
C 2.8393 1.2006 -2.4891
C 3.9338 -1.1233 -2.1328
C 1.5259 1.3059 -0.5794
C -2.3633 -2.6106 1.2288
C -0.6834 2.1974 4.4583
C 2.2969 0.0934 -0.5240
C -4.0458 -1.7592 5.7341
C -2.7876 -3.7640 5.2212
C -0.5507 4.8345 -6.7565
C 3.3673 1.5026 -3.8433
C -1.5010 -2.7969 -1.0266
C 1.1828 -1.2863 4.6999
C -2.2334 1.5128 -3.4324
C -1.5809 -2.4109 -4.0810
C -1.2970 3.1220 -5.1108
C -3.6461 -2.5677 0.6737
C -0.2954 1.0343 6.5596
C -3.7952 -2.8440 -0.7002
C 0.2035 2.4229 -6.8632
C 1.3074 3.2668 -2.3034
C -1.3673 1.8191 -4.6167
C -0.6296 0.8288 -5.2824
C 0.5342 1.7683 0.4266
C 1.8696 1.9879 -1.7940
C -0.4747 3.4512 6.5215
C -1.7619 -1.5796 4.9234
C 3.5623 -1.4028 4.2134
C 3.6971 -2.4595 5.1227
C 1.3329 -2.3109 5.6427
C -0.6750 3.4192 5.1365
C 2.2322 -0.9581 0.5246
C 3.1015 0.0299 -1.7078
C -1.5025 -1.5517 -5.1065
C -0.4222 -2.4273 -1.8457
C -1.6894 -2.9824 4.8517
C 0.9946 0.0409 -7.0362
C -2.9576 -0.9727 5.3488
C -0.4884 1.0055 5.1703
C 2.3207 -0.7872 4.0377
C -0.1010 -0.8030 -3.5326
C -0.5390 3.4283 -6.2413
C -1.2927 -2.8737 0.3911
C -0.2961 2.2596 7.2334
C 2.5882 -2.8898 5.8563
H -2.1980 -2.4370 2.2949
H 2.1375 -1.9590 0.0873
H 3.1460 -0.9656 1.1313
H -0.8429 2.1578 3.3792
H 2.1015 3.8895 -2.7302
H -0.2773 -3.0505 0.7452
H -0.3462 5.5385 -5.9392
H 0.2063 4.9685 -7.5348
H -1.8549 3.9139 -4.6042
H -1.6530 1.2045 -2.5465
H -2.7172 -4.8507 5.1489
H 1.0291 2.3338 1.2295
H 0.4128 -0.8612 -7.2604
H 2.2286 0.0786 3.3770
H 0.8374 2.6615 -7.7210
H -0.8237 4.3454 4.5800
H 1.3811 -0.8024 1.1927
H -1.5331 5.0975 -7.1754
H -3.0314 0.1156 5.3852
H 1.3961 0.4264 -7.9796
H 0.5696 3.0936 -3.0993
H -4.5301 -2.3743 1.2769
H -2.7742 2.4269 -3.1544
H -4.9626 -1.2788 6.0802
H -2.9918 0.7449 -3.6433
H -0.4582 4.4078 7.0465
H -2.0164 -1.5536 -6.0520
H 0.0055 0.9356 0.9041
H 4.6677 -2.9376 5.2636
H -4.8218 -3.7635 5.9619
H -0.1451 0.1046 7.1116
H 4.2485 0.8956 -4.0655
H -4.7958 -2.9629 -1.1299
H 4.5851 -0.8378 -2.9601
H -0.1539 2.2787 8.3148
H -0.1987 2.4369 -0.0358
H 1.8529 -0.2460 -6.4097
H 4.4256 -1.0545 3.6418
H 2.6917 -3.6839 6.5973
H -2.2308 -3.2410 -3.8697
H -0.7693 -3.4677 4.5216
H 2.6120 1.2935 -4.6141
H 0.8184 3.8281 -1.5032
H 3.2982 -1.9462 -2.4833
H 0.6023 -2.3964 -1.4595
H 3.6367 2.5608 -3.9321
H 4.5461 -1.5018 -1.3088
H 0.4733 -2.6647 6.2108
```

HOMO level (alpha / beta), eV: 1.618 / -0.073
2S+1: 3
Total charge: -2
Gap between HOMO and LUMO (alpha / beta), eV: 2.29 / 3.98
Strongest force on any atom, eV/Å: 8.63

These are the Mulliken partial charges, in e, on atoms 1 to 8: number 1, Pd, carries 0.46; number 2, P, carries 1.08; number 3, O, carries -0.45; number 4, N, carries 0.85; number 5, N, carries -0.40; number 6, N, carries 0.99; number 7, C, carries -0.51; number 8, C, carries 0.51



Molecular formula: C12H22B3F9O5S
Method: DFT, ωB97M-V/def2-TZVPD

XYZ file:
```
52
Properties=species:S:1:pos:R:3
S 1.9635 -4.8211 -5.9582
F 1.4016 -3.3519 -5.9170
F 3.6589 -3.1591 -2.6906
F 2.9518 -4.4185 -7.1296
F 4.1328 -5.3702 -4.4943
F 0.9651 -5.2637 -4.8126
F 2.4995 -6.3092 -6.0442
F 0.8635 -5.1855 -7.0207
F 3.9668 -3.2806 -5.1660
F 1.5863 -3.1900 -3.3683
O 3.0716 -4.0592 0.5688
O 1.2566 -2.6516 0.0567
O -3.7593 5.2771 2.2910
O 0.8147 2.9851 1.4739
O 3.4509 -1.7431 0.1567
C -4.7361 4.9476 3.2789
C 3.2684 -4.3291 -4.6694
C -5.8255 4.0741 2.6758
C -0.2366 2.2358 3.5176
C -5.3107 6.2128 3.8975
C 1.5637 -0.2131 -0.4910
C 2.6940 -3.9669 -3.2597
C 2.4971 -5.1600 -2.3392
C -0.3567 3.1155 2.2826
C -0.5939 4.5697 2.6526
C 1.1614 0.8548 -0.8086
C 1.4572 -4.8774 -1.2604
B 1.9244 -3.8393 -0.1833
B 3.7793 -2.9119 0.8175
B 2.1044 -1.5700 -0.0829
H -4.1997 5.7790 1.5976
H -0.6826 5.1834 1.7570
H 1.2963 -5.8177 -0.7344
H -4.5163 6.8236 4.3263
H -0.0708 1.1966 3.2322
H 2.2124 -6.0403 -2.9013
H -4.1991 4.3821 4.0423
H -5.8139 6.8135 3.1351
H -1.1815 2.7605 1.6634
H 0.2482 4.9570 3.2353
H -5.3952 3.1722 2.2403
H 0.8541 1.8370 -1.0658
H -1.1371 2.2901 4.1311
H -6.5608 3.7820 3.4265
H 4.6547 -2.9006 1.6179
H 3.4708 -5.3555 -1.9068
H 0.6147 2.5509 4.1275
H -1.5044 4.6849 3.2360
H 0.5058 -4.5798 -1.6841
H -6.0321 5.9788 4.6813
H 1.5662 3.2899 1.9921
H -6.3440 4.6112 1.8771
```

HOMO level, eV: -10.051
Gap between HOMO and LUMO, eV: 10.52
Strongest force on any atom, eV/Å: 1.83
Structure (SMILES): C#CB1OBOB(CCC(F)(F)C(F)(F)S(F)(F)(F)(F)F)O1.CC(C)O.CC(C)O

These are the Mulliken partial charges, in e, on atoms 1 to 8: number 1, S, carries 1.43; number 2, F, carries -0.28; number 3, F, carries -0.34; number 4, F, carries -0.31; number 5, F, carries -0.28; number 6, F, carries -0.30; number 7, F, carries -0.30; number 8, F, carries -0.29